The molecule C14H18N2O3, computed with wB97M-V/def2-TZVPD.

The geometry in ORCA input format:
```
! wB97M-V def2-TZVPD RIJCOSX def2/J DEFGRID3
* xyz 0 1
C -4.88433 -1.17538 1.47866
C 2.33353 -1.75228 -0.20616
C -3.52640 1.88544 -0.28143
H 3.91392 -1.01656 1.58154
C -2.01079 0.06322 -0.66569
H 1.30281 -1.59082 -2.11458
C -0.76208 -0.42287 -1.31519
H 1.33992 1.07075 -0.02097
H -4.63287 -2.22212 1.32765
H 2.82257 1.17608 2.05289
H 4.59236 1.34214 2.12591
H -5.92897 -1.02349 1.21511
H -5.23641 1.44102 0.92294
H -4.77173 -0.94491 2.53831
O -0.35805 0.01301 -2.37859
C -2.83248 -0.76823 0.08907
C -4.33158 1.05438 0.47648
C 3.74927 1.14229 1.45985
C 3.89182 -0.23217 0.82163
H 4.05123 1.42710 -1.39616
C -2.37187 1.39218 -0.86025
N 2.75610 -0.48129 -0.05323
H 2.80771 2.68566 -1.21302
H -3.80328 2.91900 -0.42634
H -2.58677 -1.81493 0.20711
C 2.16508 0.70204 -0.64573
C -3.99936 -0.28378 0.66195
C 3.23151 1.78777 -0.75734
H 4.82568 -0.28561 0.24962
O 3.73970 2.18365 0.50139
H -0.42550 -1.67301 0.27831
H -1.73779 2.02001 -1.46731
N -0.08051 -1.36296 -0.61562
O 2.88168 -2.68456 0.35316
H 1.76730 0.48693 -1.63855
H 0.98572 -3.07131 -1.17444
C 1.12287 -1.98640 -1.11096
*
```

Results
**LUMO**: 0.021 Ha
**Orbital gap**: 9.8600 eV
**SMILES**: Cc1cccc(C(=O)NCC(=O)N2CCOCC2)c1

Mulliken atomic charge list, values in e, 5 entries: atom 1 (C): -1.499, atom 2 (C): 0.805, atom 3 (C): -0.621, atom 4 (H): 0.448, atom 5 (C): 0.391

---

A structure of composition C36H33BiN4O3PS2, computed with wB97M-V/def2-TZVPD.

The geometry in ORCA input format:
```
! wB97M-V def2-TZVPD RIJCOSX def2/J DEFGRID3
* xyz 1 1
H -1.49432 6.63646 3.56789
H -1.13038 5.39850 -1.93001
H -1.59867 -6.59432 -0.51847
C 2.58889 5.71572 0.71261
C -2.99453 -7.06864 -2.07883
C 1.82764 6.78970 1.15346
N 3.49457 5.97824 -0.35482
H 1.19444 -5.36781 -2.87609
C 2.49704 -6.61385 -1.70547
C -2.06233 -6.26788 -1.44152
Bi -0.59313 -0.22737 -1.66788
C 0.92755 6.64566 2.19760
C 2.22542 -6.46275 0.68306
H -3.60253 0.03469 2.23016
N -0.21077 -0.16888 0.62499
C 0.90535 4.80801 -1.63393
H -1.38455 0.87935 3.56904
H 1.27845 5.82293 -1.62109
H 1.56281 3.42142 2.99693
C -0.43448 4.57926 -1.81956
C -1.01421 0.44922 1.51321
C 3.97803 2.71613 -1.31344
C -0.83435 6.24404 4.34497
H 2.99475 -7.04001 -2.56656
H 3.63503 -7.75008 -0.28465
H -3.26046 -8.02676 -1.65173
C 1.62027 4.35164 2.44570
N 3.82253 5.11558 -1.18158
C 1.24844 2.43003 -1.60162
H -2.74562 -1.45622 0.41994
H 0.70316 -5.09812 1.36885
H 4.05362 0.55913 -1.44226
H -0.20612 7.04961 4.72982
C 0.36963 -0.33865 3.30795
O -3.49266 -0.36723 -1.11757
H -1.94688 3.03535 -2.02412
H -2.04215 -3.64102 -3.58824
C 1.79807 3.72754 -1.49048
C -0.73565 0.37333 2.86673
H -4.50099 -1.34961 0.42143
C 2.49370 4.49366 1.39130
C 0.80836 5.41758 2.84244
C -1.72028 -5.03372 -1.99379
H 2.04676 -1.53974 2.67792
H 5.04746 2.82588 -1.18379
C 1.21677 -5.52199 0.51450
H -4.36125 1.07729 1.02545
O -0.04732 5.16722 3.85634
C -3.25207 -5.40921 -3.80241
C -2.21603 1.20623 1.02636
H 2.50968 -6.77376 1.67991
H -2.28208 2.14725 1.57257
H -2.09866 1.44293 -0.03051
C -3.51700 0.40679 1.20723
H -4.30669 0.08431 -1.36405
P -0.54797 -4.02045 -1.04511
C 2.06048 1.27096 -1.56275
O 1.50334 0.05296 -1.65770
C 3.41939 1.43610 -1.44365
H 0.58973 -0.39898 4.36571
C -3.58336 -6.64178 -3.26335
C -2.31906 -4.59911 -3.16770
H -4.29334 -7.28211 -3.77050
C 1.49178 -5.67959 -1.88185
H 3.14286 3.67364 1.11957
H 1.46056 -1.32898 0.27621
H -3.71698 -5.07923 -4.72255
C 0.85297 -5.13573 -0.76676
H -1.43276 5.83487 5.15269
C 3.20103 3.84874 -1.28207
C -3.58676 -0.77848 0.25195
C -0.89452 3.25905 -1.87930
C 0.84437 -0.88475 1.04619
C 2.85888 -7.00848 -0.42221
H 0.34344 7.49796 2.51340
N -0.07964 2.23018 -1.78014
S 0.21783 -2.59784 -2.35907
C 1.18112 -0.96586 2.38060
H 1.92803 7.73967 0.64297
S -1.40370 -3.35588 0.59154
*
```

Results
**LUMO**: -0.127 Ha
**Orbital gap**: 6.7005 eV

Mulliken atomic charge list, values in e, 5 entries: atom 1 (H): 0.366, atom 2 (H): 0.437, atom 3 (H): 0.388, atom 4 (C): -0.326, atom 5 (C): -0.657

---

A structure of composition C4H3CdO6 in a non-equilibrium geometry, computed with wB97M-V/def2-TZVPD.

The geometry in ORCA input format:
```
! wB97M-V def2-TZVPD RIJCOSX def2/J DEFGRID3
* xyz 0 2
O -1.54755 3.03733 -1.30042
H 2.96207 -3.92311 -1.22468
O 0.67829 -3.60437 -0.62117
O -0.74647 3.06903 0.81114
C -1.67813 3.28497 -0.02687
C -0.38346 2.30380 -1.72356
C -0.43338 0.85207 -1.22522
O -2.77420 3.78094 0.38545
H -0.42407 2.32365 -2.82158
O 0.62083 0.24868 -1.49936
Cd -1.98091 3.72781 2.20647
O 2.70969 -3.00054 -1.40121
C 1.44608 -2.78920 -1.05291
H 0.52345 2.82522 -1.38358
*
```

Results
**LUMO (alpha / beta)**: -0.035 / -0.049 Ha
**⟨S²⟩**: 1.757
**Orbital gap (alpha / beta)**: 8.4160 / 6.1719 eV

Mulliken atomic charge list, values in e, 5 entries: atom 1 (O): -0.243, atom 2 (H): 0.326, atom 3 (O): -0.396, atom 4 (O): -0.675, atom 5 (C): 1.010

---

ΔE to the lowest compared entry with this formula, charge and spin? In order: 0.850, 0.510, 0.000 eV.